{"formula": "C17H38AsNO3PS2", "method": "ωB97M-V/def2-TZVPD", "elements": ["C", "C", "C", "C", "N", "C", "C", "C", "C", "As", "C", "C", "C", "O", "C", "C", "O", "P", "O", "C", "S", "S", "C", "C", "C", "H", "H", "H", "H", "H", "H", "H", "H", "H", "H", "H", "H", "H", "H", "H", "H", "H", "H", "H", "H", "H", "H", "H", "H", "H", "H", "H", "H", "H", "H", "H", "H", "H", "H", "H", "H", "H", "H"], "xyz": [[0.700211, 0.070573, 4.224749], [1.411728, -0.136729, 2.781977], [1.777763, -1.683759, 2.543089], [0.530925, -2.603230, 2.127383], [0.280052, -2.676729, 0.657192], [1.365355, -3.489813, 0.023701], [1.960250, -2.863067, -1.339106], [2.743998, -1.472787, -1.144326], [2.461080, -0.355062, -2.269839], [1.241845, 1.158134, -1.695261], [2.771676, 2.201757, -0.820596], [2.272282, 3.694039, -0.403747], [1.255268, 3.698356, 0.830488], [0.266453, 4.773339, 0.815638], [-0.834343, 4.491881, -0.031794], [-2.278781, 4.001548, 0.498377], [-0.756659, 4.659346, -1.280548], [-0.628575, -0.027498, -2.484967], [-1.466476, 0.803382, -3.524526], [-1.059052, -3.296053, 0.415062], [-1.804291, -4.334270, 1.533449], [-2.021959, -3.000817, -1.158498], [-3.702574, -2.300622, -0.721764], [-4.012581, -0.892015, -1.419894], [-5.556604, -0.467579, -1.415985], [1.065420, 1.064374, 4.683940], [1.031461, -0.769319, 4.932838], [-0.438134, 0.130104, 4.141667], [0.847898, 0.350057, 1.920366], [2.418839, 0.425784, 2.862050], [2.686416, -1.784624, 1.841863], [2.146690, -2.083921, 3.562838], [0.730188, -3.649336, 2.581834], [-0.391647, -2.152879, 2.653037], [2.253302, -3.705081, 0.719054], [0.933840, -4.525785, -0.250841], [2.742667, -3.630161, -1.712395], [1.146001, -2.846136, -2.142584], [3.873101, -1.718662, -1.208546], [2.592226, -0.976420, -0.126796], [1.997188, -0.916951, -3.170496], [3.456786, 0.089974, -2.612325], [1.392487, 1.911827, -3.051437], [0.201250, 2.274320, -1.282883], [0.975798, 0.465417, -0.308410], [3.630843, 2.350927, -1.558227], [3.089716, 1.600911, 0.109862], [1.749088, 4.137777, -1.316164], [3.190943, 4.329688, -0.104780], [0.659518, 2.708340, 0.891505], [1.816540, 3.782915, 1.828476], [-2.943893, 3.702852, -0.393632], [-2.797939, 4.916195, 0.977231], [-2.217807, 3.112154, 1.206244], [-1.469045, -0.197838, -1.331302], [-0.300036, -1.340396, -2.963747], [-3.682065, -2.126847, 0.411715], [-4.546764, -3.046126, -0.928650], [-3.594190, -0.894990, -2.488708], [-3.438323, -0.050672, -0.876441], [-5.865666, -0.273316, -0.328306], [-5.611827, 0.563510, -1.934114], [-6.247863, -1.179991, -1.973992]], "forces_ev_per_a": [[0.34, 0.45, -0.40], [0.96, 0.02, 0.83], [0.08, 0.21, 0.21], [0.44, 0.37, 1.53], [-1.44, -1.42, 0.52], [0.77, -0.96, -2.09], [0.40, -0.47, 0.53], [0.85, 0.36, -0.56], [1.08, -1.98, -0.59], [0.78, 0.76, 0.66], [0.32, 1.37, 0.79], [0.26, -0.47, 0.20], [0.39, -1.68, 0.18], [-1.64, -0.73, -0.75], [-0.45, 0.14, -4.36], [0.22, 0.58, 0.08], [0.07, -0.17, 4.91], [-2.29, 2.43, -2.16], [1.17, -1.83, 1.43], [-0.58, -0.50, 1.21], [0.89, 1.61, -1.32], [0.78, 0.27, 0.54], [-0.97, 0.69, 1.54], [0.48, 0.26, -0.41], [0.78, 0.81, 0.13], [-0.67, -1.51, -0.70], [-0.68, 1.19, -0.97], [1.56, -0.29, 0.23], [0.61, -0.88, 1.09], [-1.50, -0.85, -0.29], [-1.59, 0.13, 0.86], [-0.57, 0.55, -1.52], [-0.53, 1.47, -0.80], [1.38, -0.84, -0.90], [-1.54, 0.65, -0.65], [0.70, 1.40, 0.48], [-1.29, 1.06, 0.52], [1.02, 0.31, 1.18], [-1.69, 0.28, 0.27], [-0.15, -0.88, -1.21], [0.73, 1.09, 1.17], [-1.27, -0.53, 0.38], [0.20, -0.12, -0.47], [-0.23, -0.17, 0.02], [-0.08, -0.50, 0.49], [-0.94, -0.38, 1.05], [-0.15, 0.91, -1.31], [0.69, -0.44, 1.27], [-1.50, -0.74, -0.61], [1.10, 1.35, -0.28], [-0.83, 0.12, -1.46], [1.51, 0.50, 1.22], [0.91, -1.56, -0.38], [0.03, 1.37, -0.69], [0.60, -0.42, -0.19], [-0.36, 0.08, 0.29], [-0.09, -0.45, -1.54], [1.42, 0.85, 0.12], [-0.69, 0.06, 1.46], [-0.85, -1.46, -0.84], [0.09, -0.58, -1.58], [0.04, -1.67, 0.71], [0.91, 0.80, 0.95]], "nbo_charge": [-0.631, -0.422, -0.412, -0.229, -0.514, -0.225, -0.408, -0.439, -0.762, 0.768, -0.759, -0.453, -0.074, -0.574, 0.808, -0.729, -0.548, 1.049, -1.147, -0.029, -0.066, 0.225, -0.513, -0.426, -0.624, 0.209, 0.199, 0.208, 0.244, 0.200, 0.220, 0.195, 0.189, 0.218, 0.209, 0.194, 0.197, 0.213, 0.191, 0.213, 0.198, 0.205, -0.157, -0.167, -0.243, 0.204, 0.189, 0.242, 0.188, 0.189, 0.183, 0.253, 0.224, 0.229, -0.119, -0.116, 0.232, 0.218, 0.238, 0.221, 0.200, 0.225, 0.205], "total_charge": -1, "orbital_gap_ev": 5.22, "max_force_ev_per_a": 4.914, "multiplicity": 1, "energy_ha": -4324.2191}